DFT (ωB97M-V with the def2-TZVPD basis set) results for a 2-piece molecular cluster, C7H16N overall at a distorted geometry.

Each line ends with the Löwdin spin population.
Element x y z (Å)
C  2.2741  -0.9603  0.1019  0.000
C  1.6432  0.0481  -0.8103  0.000
C  2.1014  0.5195  -2.0048  0.000
C  1.4776  1.6339  -2.7811  0.001
H  3.3110  -1.1331  -0.1874  0.000
H  2.2469  -0.6246  1.1058  0.000
H  1.8519  -1.9292  -0.0736  0.000
H  0.7194  0.5455  -0.4542  0.000
H  3.0815  0.2152  -2.3621  0.000
H  0.6973  2.1111  -2.1645  0.001
H  2.1921  2.4121  -3.1170  0.000
H  0.9223  1.3694  -3.6864  0.000
C  -0.6710  -1.8646  0.6711  0.004
C  -1.6598  -0.9436  1.3481  0.057
C  -1.7779  0.3807  1.2541  0.153
N  -2.9379  1.0193  1.9440  0.265
H  -0.2647  -1.4160  -0.2245  0.001
H  0.0921  -2.0975  1.4038  0.000
H  -1.2496  -2.7439  0.4341  0.001
H  -2.3623  -1.4471  2.0105  0.031
H  -1.2471  1.1925  0.7081  0.034
H  -3.5519  0.3254  2.4348  0.144
H  -2.6622  1.7220  2.6346  0.148
H  -3.5385  1.4816  1.2559  0.159

Atoms 1-3, force components in eV/Å:
C 0.96 0.15 -1.98
C -0.03 1.56 -1.58
C 0.10 -0.41 1.60

As for the spin multiplicity: 2. For the calculated total energy, the calculation gives -9003.597 eV. The largest force on an atom is 2.2 eV/A. The HOMO energy (spin up / spin down) is -3.57 / -9.37 eV. The calculation puts the energy above the lowest of the compared OMol25 structures with the same formula, charge and spin at 299.23 kJ/mol.

DFT (ωB97M-V with the def2-TZVPD basis set) results for one molecule with the formula C3H7NS at a distorted geometry.

Each line ends with the Löwdin charge.
Element x y z (Å)
C  -1.5766  -0.0284  0.7129  -0.190
N  -0.6248  -0.5341  -0.4687  -0.121
C  0.8098  -0.0553  -0.0727  -0.524
C  1.7925  -0.2624  -0.9194  -0.620
S  2.5148  1.2126  -1.2882  0.697
H  -2.8222  0.0984  0.4999  0.103
H  -1.6287  -0.6856  1.6950  0.073
H  -1.4562  1.1448  1.1368  0.098
H  -0.8310  -0.0475  -1.4484  0.136
H  0.5870  1.0011  0.1430  0.052
H  1.0001  -0.5060  1.0161  0.173
H  2.2353  -1.3375  -1.0063  0.122

Atoms 1-3, force components in eV/Å:
C -2.81 1.95 0.69
N -0.86 1.40 0.45
C -9.17 0.55 7.46

As for the structure (SMILES): CNCC=S. For the calculated total energy, the calculation gives -15545.356 eV. The largest force on an atom is 11.8 eV/A. The HOMO energy is -8.66 eV. The calculation puts the energy above the lowest of the compared OMol25 structures with the same formula, charge and spin at 413.81 kJ/mol.

DFT (ωB97M-V with the def2-TZVPD basis set) results for a 2-piece molecular cluster, C8H13NO3S overall at a distorted geometry.

Each line ends with the Löwdin charge.
Element x y z (Å)
C  -0.3278  -3.9656  2.2282  -0.015
N  0.2156  -2.7288  1.7276  -0.036
C  1.3779  -2.6783  0.9419  -0.395
O  2.0438  -3.6554  0.6135  0.099
C  1.5403  -1.2416  0.6403  0.050
C  0.4980  -0.5489  1.1351  0.007
C  -0.3818  -1.4666  1.8952  -0.381
O  -1.3829  -1.2320  2.5648  0.095
H  -1.2164  -3.7345  2.8160  0.089
H  -0.5910  -4.6235  1.3907  0.098
H  0.4169  -4.4764  2.8501  0.097
H  2.3857  -0.8923  0.0667  0.121
H  0.3036  0.5121  1.1184  0.080
C  -1.0212  0.8504  -0.8281  -0.317
S  -0.1414  1.8736  -1.7555  0.663
C  -1.0748  3.0731  -2.7606  -0.180
C  0.6714  3.0075  -0.6087  -0.169
O  0.8514  1.2409  -2.6337  -0.385
H  -1.7067  1.2999  -0.1111  0.038
H  -1.1916  -0.1509  -1.2128  0.036
H  -1.7803  3.6274  -2.1303  0.065
H  -0.3556  3.7648  -3.2254  0.063
H  -1.6126  2.5188  -3.5401  0.069
H  -0.0956  3.5279  -0.0241  0.073
H  1.3017  2.3872  0.0377  0.062
H  1.2732  3.7112  -1.1956  0.070

Atoms 1-3, force components in eV/Å:
C 0.02 -0.33 -0.01
N -0.26 -0.19 0.10
C -0.22 -1.27 0.21

As for the structure (SMILES): CN1C(=O)C=CC1=O.C=S(C)(C)=O. For the calculated total energy, the calculation gives -26971.631 eV. The largest force on an atom is 2.0 eV/A. The HOMO energy is -8.07 eV. The calculation puts the energy above the lowest of the compared OMol25 structures with the same formula, charge and spin at 351.21 kJ/mol.

DFT (ωB97M-V with the def2-TZVPD basis set) results for C36H41B2F9N7O5S3SeSr as an isolated structure at a distorted geometry.

Each line ends with the Löwdin charge.
Element x y z (Å)
Sr  0.9744  0.3095  0.1800  1.522
C  -1.4886  1.9041  3.9566  0.018
C  -0.5011  1.3540  2.9800  -0.239
N  -0.7885  0.9125  1.8228  -0.026
O  -2.1134  0.9458  1.4484  -0.025
B  -2.2998  1.4175  0.0655  -1.141
F  -2.2695  2.7873  -0.0385  0.189
F  -3.5646  0.9062  -0.3451  0.095
O  -1.2298  0.8173  -0.8308  -0.172
N  -1.4275  1.2418  -2.1625  0.110
C  -0.7151  2.2078  -2.6064  -0.234
C  -1.0750  2.6086  -4.0120  -0.012
C  0.3782  3.0047  -1.9679  -0.237
N  1.1174  2.4137  -1.1149  -0.018
O  2.1428  3.1621  -0.6250  0.054
B  2.7858  2.5237  0.5599  -1.102
F  3.7898  3.3071  1.0059  0.218
F  3.2793  1.2031  0.1784  -0.012
O  1.6455  2.2848  1.4956  -0.113
N  1.9588  1.6656  2.6956  0.131
C  0.9487  1.2572  3.3683  -0.277
C  1.2537  0.6546  4.7073  -0.015
C  0.6223  4.4285  -2.3590  0.015
H  -2.3796  2.2396  3.4335  0.089
H  -1.0481  2.7304  4.5131  0.098
H  -1.7772  1.1337  4.6756  0.100
H  -1.6307  3.5474  -4.0039  0.094
H  -1.7023  1.8417  -4.4609  0.075
H  -0.1810  2.7517  -4.6187  0.076
H  2.3304  0.5694  4.8275  0.089
H  0.7942  -0.3318  4.8008  0.087
H  0.8583  1.2804  5.5096  0.086
H  -0.0083  4.7546  -3.1790  0.074
H  1.6711  4.5617  -2.6257  0.093
H  0.4380  5.0665  -1.4929  0.108
N  1.7197  -1.1134  -1.8823  -0.430
S  1.2927  -1.1789  -3.4025  1.011
C  1.9716  0.2303  -4.2849  -0.389
C  2.9157  1.0381  -3.6716  -0.063
C  3.3907  2.1537  -4.3472  -0.048
C  2.9254  2.4487  -5.6216  -0.061
C  1.9655  1.6430  -6.2203  -0.075
C  1.4695  0.5390  -5.5430  -0.120
C  2.2317  -2.5244  -4.1491  -0.362
C  2.4135  -2.6220  -5.5227  -0.073
C  3.0949  -3.7123  -6.0396  -0.062
C  3.5822  -4.7001  -5.1936  -0.067
C  3.3819  -4.6003  -3.8262  -0.065
C  2.6989  -3.5130  -3.2971  -0.086
H  2.7395  -1.1129  -1.8064  0.012
H  3.2584  0.8263  -2.6664  0.101
H  4.1226  2.7926  -3.8710  0.119
H  3.3027  3.3167  -6.1459  0.112
H  1.5890  1.8851  -7.2056  0.113
H  0.6872  -0.0659  -5.9874  0.109
H  2.0555  -1.8511  -6.1903  0.093
H  3.2512  -3.7864  -7.1074  0.113
H  4.1170  -5.5462  -5.6034  0.111
H  3.7550  -5.3709  -3.1644  0.108
H  2.5153  -3.4362  -2.2333  0.081
C  5.4558  -4.8712  1.1795  -0.097
C  4.0497  -4.5430  0.6928  -0.305
C  3.3454  -3.5810  1.6427  -0.327
S  1.6276  -3.2786  1.1493  0.905
O  1.3791  -1.8134  1.4214  -0.673
C  0.7764  -4.1537  2.4701  -0.353
C  0.8759  -5.6659  2.3156  -0.290
C  -0.0495  -6.3830  3.2929  -0.089
H  5.9639  -5.5398  0.4859  0.077
H  5.4286  -5.3584  2.1554  0.079
H  6.0575  -3.9661  1.2750  0.082
H  3.4643  -5.4612  0.5914  0.101
H  4.0943  -4.0918  -0.3023  0.096
H  3.7932  -2.5856  1.6168  0.105
H  3.3678  -3.9372  2.6743  0.100
H  -0.2572  -3.8060  2.4034  0.059
H  1.1861  -3.7998  3.4187  0.110
H  1.9077  -5.9871  2.4808  0.104
H  0.6211  -5.9461  1.2894  0.111
H  0.1650  -6.0959  4.3231  0.085
H  0.0617  -7.4636  3.2146  0.080
H  -1.0928  -6.1371  3.0895  0.064
S  -1.5100  -3.0423  -0.5089  0.698
C  -2.1900  -2.3306  -1.9627  -0.661
N  -2.9542  -1.2336  -1.9563  0.108
C  -3.3855  -0.6778  -3.0960  -0.007
C  -3.0883  -1.2887  -4.2887  0.003
C  -2.3053  -2.4325  -4.2225  -0.071
N  -1.8555  -2.9432  -3.0801  0.095
H  -3.1563  -0.7126  -1.0895  0.091
H  -3.9575  0.2307  -2.9823  0.152
H  -3.4366  -0.8855  -5.2266  0.121
H  -2.0201  -2.9659  -5.1221  0.129
F  -6.5592  -6.4648  2.0843  0.164
C  -5.6819  -5.4991  1.8784  -0.121
C  -4.7006  -5.2450  2.8235  -0.135
F  -4.6410  -5.9750  3.9293  0.147
C  -3.7826  -4.2349  2.5957  -0.243
F  -2.8412  -4.0168  3.5147  0.089
C  -3.8282  -3.4670  1.4416  -0.410
Se  -2.5608  -2.0659  1.1605  0.970
C  -4.8235  -3.7381  0.5140  -0.236
F  -4.8923  -3.0262  -0.6157  0.091
C  -5.7460  -4.7457  0.7153  -0.133
F  -6.6847  -4.9971  -0.1874  0.148

Atoms 1-3, force components in eV/Å:
Sr 0.29 -1.51 -0.14
C 0.02 0.03 0.00
C 0.01 0.13 0.01

For the calculated total energy, the calculation gives -183165.094 eV. The largest force on an atom is 1.5 eV/A. The charge is +1. The HOMO energy is -11.34 eV. The calculation puts the energy above the lowest of the compared OMol25 structures with the same formula, charge and spin at 110.63 kJ/mol.

DFT (ωB97M-V with the def2-TZVPD basis set) results for a 4-piece molecular cluster, C29H59N5O3Si overall at a distorted geometry.

Each line ends with the Löwdin charge.
Element x y z (Å)
C  8.7643  -1.9521  0.5202  -0.070
C  10.0167  -1.0496  0.6031  -0.356
C  11.0269  -1.4763  -0.4908  -0.059
C  9.6734  0.4876  0.5493  -0.054
N  8.2563  0.7606  0.2133  -0.040
C  7.3881  0.9643  1.2109  0.014
C  6.0684  1.1845  0.9181  0.047
C  5.6259  1.1983  -0.4079  -0.119
C  4.1615  1.4027  -0.6337  -0.123
C  3.6155  2.4381  -1.3751  0.051
C  2.2450  2.5300  -1.4788  -0.025
N  1.4133  1.6578  -0.9142  -0.031
Si  -0.4353  1.6922  -1.0530  0.585
C  -0.9252  -0.0141  -1.7076  -0.149
C  -1.1626  1.7827  0.6828  -0.142
C  -1.0944  3.1059  -2.0860  -0.149
C  1.9439  0.6597  -0.1798  -0.041
C  3.2868  0.4865  -0.0200  0.044
C  6.5622  0.9904  -1.4164  0.066
C  7.8698  0.7798  -1.0620  0.016
H  8.0027  -1.6366  1.2507  0.072
H  8.2901  -1.9306  -0.4734  0.084
H  9.0016  -2.9940  0.7591  0.098
H  10.4765  -1.2665  1.5757  0.138
H  10.9464  -0.8928  -1.4188  0.079
H  10.8516  -2.5371  -0.7060  0.085
H  12.0708  -1.3940  -0.1611  0.091
H  9.8927  0.9038  1.5356  0.137
H  10.3284  0.9488  -0.1956  0.137
H  7.6859  0.9675  2.2560  0.167
H  5.3475  1.3285  1.7191  0.146
H  4.2755  3.1512  -1.8627  0.146
H  1.8348  3.3599  -2.0522  0.144
H  -1.9994  0.0366  -1.9235  0.057
H  -0.7642  -0.7040  -0.8653  0.038
H  -0.3340  -0.3367  -2.5719  0.038
H  -0.8987  0.8782  1.2458  0.026
H  -0.8004  2.6699  1.2166  0.049
H  -2.2529  1.8127  0.5338  0.040
H  -1.3285  3.9739  -1.4542  0.051
H  -0.4869  3.3834  -2.9562  0.037
H  -2.0690  2.7646  -2.4707  0.053
H  1.2691  -0.0416  0.3089  0.139
H  3.6588  -0.3362  0.5856  0.145
H  6.2615  0.9753  -2.4606  0.148
H  8.6461  0.5890  -1.8004  0.165
C  -7.6020  4.1632  1.6771  -0.066
C  -6.4644  3.9662  2.6753  -0.427
C  -5.0648  4.0299  2.0447  -0.202
O  -4.6975  2.8743  1.3000  -0.225
C  -5.2621  2.8077  0.0019  -0.105
N  -6.6770  2.7063  3.3939  0.048
H  -7.8056  3.2656  1.0939  0.066
H  -8.5233  4.4098  2.2041  0.082
H  -7.3851  4.9807  0.9856  0.080
H  -6.5281  4.7841  3.3990  0.138
H  -4.3332  4.0952  2.8557  0.119
H  -4.9361  4.9351  1.4370  0.120
H  -5.3440  3.7949  -0.4612  0.094
H  -6.2387  2.3231  0.0308  0.082
H  -4.6122  2.1822  -0.6159  0.070
H  -5.9875  2.6333  4.1381  0.067
H  -6.4293  1.9486  2.7596  0.059
C  -3.6843  -0.8049  1.8653  -0.067
C  -4.0004  -0.3486  3.2863  -0.428
C  -2.9931  -0.8429  4.3378  -0.209
O  -3.1136  -2.2071  4.6874  -0.178
C  -2.5480  -3.1169  3.7643  -0.106
N  -5.3712  -0.7484  3.6200  0.054
H  -3.9750  -1.8380  1.6788  0.068
H  -4.2288  -0.1925  1.1431  0.070
H  -2.6169  -0.7054  1.6479  0.051
H  -3.9563  0.7462  3.2878  0.123
H  -3.1796  -0.2920  5.2635  0.126
H  -1.9583  -0.6130  4.0413  0.113
H  -1.6358  -2.7199  3.3059  0.083
H  -3.2720  -3.3843  2.9914  0.077
H  -2.2986  -4.0296  4.3045  0.091
H  -5.6195  -0.3426  4.5187  0.079
H  -5.3610  -1.7494  3.8021  0.075
C  -2.8638  -5.1443  -5.1555  -0.066
C  -2.1548  -3.8248  -4.8657  -0.431
C  -1.9202  -3.5583  -3.3697  -0.219
O  -3.0701  -3.1636  -2.6440  -0.204
C  -3.9471  -4.2218  -2.2870  -0.096
N  -2.9034  -2.7359  -5.5022  0.043
H  -3.9375  -5.0877  -4.9813  0.068
H  -2.7301  -5.4188  -6.2019  0.081
H  -2.4590  -5.9539  -4.5445  0.080
H  -1.1690  -3.8791  -5.3389  0.134
H  -1.2253  -2.7149  -3.2850  0.098
H  -1.4320  -4.4132  -2.8826  0.121
H  -3.4035  -5.1398  -2.0488  0.094
H  -4.6695  -4.4080  -3.0828  0.079
H  -4.5076  -3.9087  -1.4065  0.086
H  -2.3733  -1.8727  -5.4136  0.064
H  -3.7365  -2.5683  -4.9424  0.071

Atoms 1-3, force components in eV/Å:
C -0.31 0.38 0.23
C -0.25 -0.59 -0.38
C 0.10 -0.07 0.21

For the calculated total energy, the calculation gives -52486.043 eV. The largest force on an atom is 2.5 eV/A. The charge is +2. The HOMO energy is -12.01 eV.

DFT (ωB97M-V with the def2-TZVPD basis set) results for one molecule with the formula C4H10N2O2 at a distorted geometry.

Each line ends with the Löwdin charge.
Element x y z (Å)
C  -2.3334  0.3543  -0.2730  -0.094
C  -1.1145  -0.4806  -0.5898  -0.181
N  -0.2738  -0.6608  0.7585  -0.101
O  0.5759  -1.8115  0.5792  -0.064
C  0.5093  0.5035  0.9871  -0.280
O  0.5066  1.4788  -0.0534  -0.028
C  1.7578  0.8453  0.2793  -0.321
N  2.4080  -0.0216  -0.6050  0.094
H  -3.0254  0.3229  -1.1134  0.074
H  -2.0357  1.3880  -0.1005  0.070
H  -2.8331  -0.0192  0.6181  0.075
H  -1.3589  -1.5307  -0.7718  0.106
H  -0.5881  -0.1097  -1.4717  0.105
H  0.3522  -2.3965  1.3149  0.101
H  0.3511  0.9281  1.9766  0.144
H  2.4414  1.5325  0.7744  0.142
H  2.8354  0.4633  -1.3855  0.088
H  1.8253  -0.7863  -0.9240  0.068

Atoms 1-3, force components in eV/Å:
C 0.24 0.05 -0.04
C 0.49 -1.54 1.97
N -1.31 -0.24 -2.57

As for the structure (SMILES): CCN(O)[C@@H]1O[C@@H]1N. For the calculated total energy, the calculation gives -11382.278 eV. The largest force on an atom is 2.9 eV/A. The HOMO energy is -9.20 eV. The calculation puts the energy above the lowest of the compared OMol25 structures with the same formula, charge and spin at 446.24 kJ/mol.